Here is a single C5H6N2O molecule at a distorted geometry from the OMol25 dataset. Energies are from ωB97M-V/def2-TZVPD.

Positions of all 14 atoms, in Å:
C 0.60 -1.25 0.84
C -0.97 -1.27 0.50
C -0.66 -0.18 -0.52
C -0.50 1.84 -1.05
C 0.53 0.32 0.29
H -1.30 -2.14 -0.20
H -1.60 -1.05 1.44
H -0.34 -0.76 -1.50
H -0.56 2.85 -1.59
H 1.83 1.85 -0.76
H 0.14 0.76 1.35
N -1.38 1.00 -0.92
N 0.92 1.54 -0.44
O 1.39 -2.00 1.31

## Properties
**LUMO level**: 0.78 eV
**Charge**: 0
**Kohn-Sham gap**: 9.769 eV
**Relative energy (zero: lowest compared OMol25 entry of this formula, charge and spin)**: 91.2 kcal per mole
**SMILES**: O=C1C[C@H]2N=CN[C@H]12
**E_HOMO**: -8.992 eV